{
  "formula": "C23H32F3N4O3",
  "method": "wB97M-V/def2-TZVPD",
  "symbols": ["O", "C", "F", "N", "C", "O", "F", "C", "C", "C", "C", "C", "C", "F", "N", "O", "N", "C", "C", "C", "C", "C", "C", "C", "C", "C", "H", "H", "H", "H", "H", "H", "H", "H", "H", "H", "H", "H", "H", "H", "H", "H", "H", "C", "C", "N", "C", "C", "C", "C", "H", "H", "H", "H", "H", "H", "H", "H", "H", "H", "H", "H", "H", "H", "H"],
  "xyz": [[1.9236, -3.5496, -1.8554], [1.3656, -2.6561, -1.3263], [0.0468, -2.8901, -0.9315], [1.9828, -1.3511, -1.1137], [2.0129, -0.9606, 0.2804], [2.4901, 0.0527, 0.6483], [1.4675, -1.8504, 1.1941], [1.3548, -0.3516, -1.9624], [-0.0612, 0.0820, -1.7993], [-0.5589, 1.1325, -2.7492], [-1.9995, 1.7128, -2.6673], [-3.0545, 0.7726, -1.9614], [-2.9497, 0.7431, -0.3706], [-1.9084, 1.5811, 0.1048], [0.3329, 1.5875, -3.6896], [-0.1700, 2.5312, -4.5345], [1.5830, 1.2645, -3.9038], [2.1165, 0.3433, -3.0729], [3.6364, -0.0277, -3.2861], [4.5746, 0.7531, -2.2435], [4.1269, 2.2384, -2.0111], [3.9996, 2.7392, -0.6092], [3.5557, 4.1224, -0.3103], [3.2245, 5.0648, -1.4123], [3.3708, 4.5912, -2.8055], [3.8182, 3.2033, -3.0841], [-0.6874, -0.3560, -0.9870], [-2.3984, 1.9199, -3.7075], [-1.9731, 2.7239, -2.1618], [-4.0710, 1.2197, -2.1915], [-3.0878, -0.2609, -2.4210], [-2.7365, -0.3327, -0.0806], [-3.9255, 1.0385, 0.1035], [-0.1796, 2.1672, -5.4485], [3.8836, 0.2285, -4.3502], [3.7453, -1.1171, -3.0372], [5.6621, 0.6748, -2.5094], [4.4507, 0.2265, -1.2461], [4.2409, 2.0647, 0.2530], [3.4278, 4.5086, 0.7285], [2.8652, 6.1055, -1.2273], [3.1431, 5.3195, -3.6225], [3.8932, 2.8924, -4.1641], [-1.7401, -3.5978, 1.6935], [-1.5393, -2.4234, 2.6423], [-2.7865, -1.8699, 3.1461], [-2.6287, -0.5669, 3.7826], [-1.7794, -0.4928, 5.0513], [-3.6719, -2.8020, 3.8341], [-3.1129, -3.5616, 5.0380], [-2.4236, -3.3361, 0.8810], [-0.7843, -3.8814, 1.2476], [-2.1327, -4.4770, 2.2076], [-1.0114, -1.6434, 2.0825], [-0.8686, -2.7303, 3.4565], [-3.6178, -0.1484, 3.9950], [-2.1904, 0.1164, 3.0443], [-2.2932, -0.9270, 5.9086], [-1.5807, 0.5535, 5.2983], [-0.8133, -0.9875, 4.9339], [-4.0226, -3.5396, 3.1051], [-4.5816, -2.2764, 4.1408], [-2.1382, -4.0092, 4.8333], [-3.7921, -4.3764, 5.3022], [-3.0246, -2.9249, 5.9174]],
  "total_charge": 1,
  "e_lumo_ev": -5.260,
  "gap_ev": 4.795,
  "e_homo_ev": -10.06
}